C30H48BrN5O4PS2Y | ωB97M-V/def2-TZVPD

```
92
Properties=species:S:1:pos:R:3:forces:R:3
Y 0.33890 0.72456 0.24301 0.5 -0.7 -0.2
Br 6.32324 3.22004 1.36494 0.0 0.0 0.0
S 1.68968 2.22316 -1.98543 0.0 0.1 -0.1
S 1.57407 -2.02699 -0.49568 0.1 0.1 0.2
P -2.58325 -0.89749 1.36290 -0.1 0.1 0.3
O 0.95699 0.91623 -2.00506 0.0 0.1 -0.1
O -0.53351 2.60430 0.81376 0.0 0.0 0.2
O -0.07111 4.52882 1.85308 0.1 -0.1 -0.1
O 1.18020 3.22484 -2.88494 0.1 -0.1 0.0
N -0.61343 -1.62380 -1.93225 0.2 -0.2 -0.4
N 1.76801 2.60771 -0.48652 0.0 -0.3 -0.1
N -1.41741 -0.48962 0.42017 0.0 0.1 -0.1
N 1.25736 -2.27433 -3.10471 -0.2 0.0 0.0
N 2.42660 0.74844 1.89541 -0.3 0.0 -0.2
C 3.49353 0.23080 1.27880 0.0 0.1 -0.1
C -3.87699 -3.33757 2.24751 -0.1 0.0 0.0
C -1.41821 -3.13431 2.58932 0.1 0.0 0.0
C -2.26753 -3.48123 0.34229 -0.1 0.0 0.1
C -0.94762 -0.05887 3.49662 0.1 0.0 -0.1
C 3.69315 2.73451 2.32689 -0.1 -0.1 0.0
C -2.58448 -2.75883 1.66415 0.0 -0.1 0.0
C -5.45130 -0.42412 1.54385 -0.1 0.0 0.1
C -0.46423 -1.07542 -4.31345 0.0 -0.1 0.0
C -4.23970 -0.39996 0.60703 -0.1 -0.1 0.0
C -1.38524 -1.35022 -3.13529 -0.1 0.0 0.0
C 4.18513 2.81845 -2.89764 0.0 0.1 0.0
C 0.57699 -2.18387 -4.38748 0.0 0.0 -0.1
C 2.54092 1.97199 2.42074 0.1 0.0 0.1
C -3.27400 -0.62781 4.16574 0.0 0.0 0.0
C 4.67752 0.92224 1.10203 0.0 0.0 0.1
C 0.66117 -1.96876 -1.94421 0.0 0.0 0.0
C -2.41755 -0.03534 3.03518 -0.1 0.0 0.1
C 4.75916 2.20182 1.62246 0.0 0.0 0.0
C 7.45609 0.94547 -3.31112 0.1 0.0 0.0
C -2.80898 1.44526 2.89182 0.0 0.0 0.0
C 3.33628 1.79930 -2.49002 -0.1 0.0 0.1
C 1.30209 3.88936 -0.01194 0.0 0.4 0.1
C 6.00752 1.23294 -3.04405 -0.1 0.1 0.0
C 3.80347 0.50266 -2.36494 -0.1 -0.1 0.0
C -4.53387 -1.33447 -0.57705 0.0 0.0 0.0
C 5.13436 0.22667 -2.64839 0.0 0.0 0.0
C 5.51000 2.53059 -3.17194 0.0 0.0 0.0
C 0.14219 3.70515 0.98392 0.1 0.3 0.1
C -4.09998 1.01235 0.01383 0.0 0.0 0.0
H -1.01570 -1.34786 -1.00769 -0.1 0.1 0.1
H -4.12878 1.79286 0.76756 0.0 0.0 0.0
H -2.04529 -2.19693 -3.35480 0.0 0.0 0.0
H -1.28076 -3.20194 -0.01762 0.1 0.0 0.0
H -6.34356 -0.18151 0.95982 0.0 0.0 0.0
H -3.88439 1.57123 2.77298 0.1 0.0 0.0
H 2.23101 -2.50742 -3.04652 0.1 0.0 0.0
H 1.32572 -1.97764 -5.15165 0.0 0.0 0.0
H -2.25493 -4.55581 0.54679 0.0 0.0 0.0
H 3.37667 -0.76207 0.86731 0.0 0.0 0.0
H -0.61188 -1.03748 3.82564 0.0 0.0 0.0
H -2.52686 1.95927 3.81393 0.0 0.0 0.0
H -4.79711 -2.34445 -0.26605 0.0 0.0 0.0
H -2.01832 -0.48665 -2.92245 0.0 0.0 0.0
H -5.37635 0.32057 2.33628 0.0 -0.1 -0.1
H -4.71130 -3.27239 1.54824 0.0 0.0 0.0
H -1.31978 -4.22342 2.57822 0.0 0.0 0.0
H -3.17050 1.11433 -0.54616 0.0 0.0 0.0
H 7.63119 -0.12109 -3.44766 0.0 0.0 0.0
H 3.73106 3.72328 2.75985 0.0 0.0 0.0
H 7.80256 1.46514 -4.20475 0.0 0.0 0.0
H 3.13182 -0.28296 -2.03784 0.0 0.0 0.0
H 0.10007 -3.13861 -4.63401 0.0 0.0 0.0
H -4.93773 1.18084 -0.66765 0.0 0.0 0.0
H -3.16817 0.01089 5.04670 0.0 0.0 0.0
H -2.96931 -1.63233 4.45560 0.0 0.0 0.0
H -5.61895 -1.39913 2.00441 0.0 0.1 0.0
H -1.57158 -2.83771 3.62380 0.0 0.0 0.0
H -3.71538 -4.39877 2.45616 0.0 0.0 0.0
H -2.99684 -3.30749 -0.44397 0.0 0.0 0.0
H -0.84848 0.62923 4.33916 0.0 0.0 0.0
H -1.04101 -1.04082 -5.23739 0.0 0.0 0.0
H 5.49733 -0.79122 -2.55573 0.0 0.0 0.0
H 5.49541 0.48118 0.55172 0.0 0.0 0.0
H 2.09739 4.42739 0.50942 0.0 0.0 0.0
H -2.28988 1.94028 2.07371 0.0 0.0 0.0
H 3.80926 3.82833 -3.00267 0.0 0.0 0.0
H -0.22035 0.27075 2.74094 -0.3 0.0 0.2
H -3.68688 -1.38651 -1.26386 0.0 0.0 0.0
H -0.47859 -2.71579 2.22388 0.0 0.0 0.0
H 8.07529 1.28222 -2.47657 0.0 0.0 0.0
H 6.17290 3.32551 -3.49264 0.0 0.0 0.0
H -4.17771 -2.86252 3.18249 0.0 0.0 -0.1
H 1.66479 2.37311 2.92007 0.0 0.0 0.0
H 0.94864 4.52874 -0.82713 0.0 0.0 0.0
H -4.33549 -0.65325 3.91244 0.1 0.0 0.0
H -5.38671 -0.93072 -1.12781 0.0 0.0 0.0
H 0.03123 -0.11535 -4.17780 0.0 0.0 0.0
```
Positions in Å, forces in eV/Å.

Its energy above the lowest of the compared OMol25 structures with the same formula, charge and spin is 2.2 kcal/mol. Its LUMO energy is 0.14 eV. The value obtained for the largest force on an atom is 0.9 eV/A.